A 3-piece molecular cluster, C3H7IO2S overall at a distorted geometry. Source: OMol25; level of theory: ωB97M-V/def2-TZVPD.

XYZ file:
```
14
Properties=species:S:1:pos:R:3:forces:R:3:nbo_charge:R:1
C -1.327870 2.092740 -0.842717 -1.6 0.7 -0.9 -0.67
C 0.698548 -1.851725 0.600476 -0.2 0.8 -1.8 0.15
C -0.548575 -1.418675 0.602632 2.0 0.1 -2.6 -0.51
O -2.823125 2.342491 1.050686 -1.7 0.9 -0.9 -0.90
O 1.477591 -1.869097 -0.522755 -0.5 0.5 -1.6 -0.69
S -2.891164 2.568226 -0.437178 4.4 -2.0 1.9 1.11
I 3.728536 0.710262 -0.125522 -0.6 -0.8 0.4 -0.14
H -0.597200 1.881362 -0.038994 -0.8 0.1 -0.4 0.25
H -1.008259 1.961240 -1.883384 -0.2 0.3 0.3 0.21
H 2.813242 -0.601534 0.381752 0.8 1.1 -0.5 0.13
H 1.367826 -2.085402 1.363592 0.2 -0.8 1.9 0.18
H -1.033606 -1.340013 1.484731 -1.9 0.3 2.4 0.22
H -0.881528 -1.005493 -0.365064 -0.5 -0.4 0.8 0.19
H 1.025585 -1.384378 -1.268251 0.6 -0.8 1.1 0.48
```
Positions in Å, forces in eV/Å.

Computed properties:
Multiplicity ... 1
HOMO-LUMO gap (alpha / beta) ... 8.7 / 8.7 eV
LUMO energy (alpha / beta) ... -0.831 / -0.830 eV
Highest occupied orbital energy (alpha / beta) ... -0.3495 / -0.3495 Ha
Energy ... -26251.8442 eV
ΔE to the lowest compared entry with this formula, charge and spin ... 67.0 kcal per mole

C30H39F21K2O16Pb as an isolated structure at a distorted geometry. Source: OMol25; level of theory: ωB97M-V/def2-TZVPD.

XYZ file:
```
109
Properties=species:S:1:pos:R:3:forces:R:3:lowdin_spin:R:1
Pb 0.593259 -2.688673 2.526376 -0.8 1.2 -2.0 0.60
K 2.546979 -3.645433 -0.830544 -0.2 0.5 -0.2 0.10
K -3.543821 -3.366813 2.841126 0.1 0.8 -0.3 0.02
O -1.614251 -1.514643 1.606066 0.9 -0.1 0.5 0.05
C -1.275861 -0.927473 0.368116 0.9 -0.8 0.2 0.00
C 0.223189 -0.519803 0.096306 0.1 -1.2 0.7 0.01
O 1.236719 -1.474203 0.305536 -0.7 -1.4 0.8 0.04
H -1.751011 0.008367 0.073946 -0.8 0.6 0.7 0.00
H -1.665101 -1.630383 -0.368434 0.5 -0.3 -0.9 0.00
H 0.500299 0.334127 0.714466 -0.5 0.6 0.3 0.00
H 0.246029 -0.175263 -0.937554 -0.1 0.1 -0.5 0.00
C -3.370531 0.947377 -2.638884 0.5 0.8 -0.1 0.00
C -1.930731 1.493817 -2.916364 -0.6 -1.9 0.0 0.00
O -2.037901 2.830837 -3.254074 0.8 3.9 -0.9 0.00
C -0.910501 3.571467 -3.542194 1.4 -2.5 0.1 0.00
O 0.243729 3.135357 -3.500444 -3.2 1.2 0.0 0.00
C -1.215361 5.050457 -3.986834 1.3 -0.1 -0.4 0.00
F -2.374571 5.233417 -4.578674 -0.4 -0.4 -0.1 0.00
F -1.154681 5.846457 -2.926784 0.0 0.1 0.5 0.00
F -0.238841 5.452307 -4.844424 -0.7 -0.5 0.6 0.00
H -3.381241 0.012067 -2.079244 0.3 0.0 0.1 0.00
H -3.977111 0.789027 -3.530554 0.4 0.1 -0.2 0.00
H -3.895111 1.711407 -2.065144 0.0 -0.2 0.1 0.00
H -1.494851 1.001867 -3.785904 0.2 -0.4 0.3 0.00
H -1.288081 1.400987 -2.040874 0.1 -0.3 0.0 0.00
C 2.203729 0.474007 -3.924854 -0.4 -0.8 -0.9 0.00
C 2.781229 -0.901953 -3.552224 -1.1 0.5 1.4 0.00
O 3.963229 -1.207053 -4.240274 2.3 -1.2 -1.0 0.00
C 4.791049 -2.154803 -3.772854 -2.3 0.2 4.0 0.00
O 4.612139 -2.797513 -2.713824 0.1 1.4 -2.6 0.00
C 6.059499 -2.362263 -4.555764 -0.9 1.3 -2.3 0.00
F 7.170089 -2.104403 -3.902474 -0.1 0.1 0.2 0.00
F 6.040509 -3.594833 -4.985924 0.5 -1.5 0.0 0.00
F 5.961129 -1.588533 -5.677974 0.8 -0.1 0.7 0.00
H 1.541649 0.366107 -4.783984 0.3 -0.1 -0.4 0.00
H 2.959079 1.211427 -4.196414 -0.1 0.0 0.4 0.00
H 1.476549 0.818467 -3.189554 0.6 0.1 0.5 0.00
H 2.049839 -1.685333 -3.750894 0.0 -0.1 0.0 0.00
H 3.015599 -0.938953 -2.488364 -0.1 0.1 0.2 0.00
C 2.211669 2.795817 -0.551404 -0.4 0.0 0.0 0.00
C 3.522219 3.388037 -0.107764 -1.3 0.4 1.0 0.00
O 4.583909 2.638767 -0.681814 2.0 -0.8 -1.1 0.00
C 5.020389 2.934517 -1.939504 -3.7 3.0 0.0 0.00
O 4.602409 3.940937 -2.516984 1.7 -2.6 0.8 0.00
C 5.862589 1.854667 -2.654124 0.4 0.1 -1.1 0.00
F 6.291219 0.911567 -1.810534 -0.2 0.1 -0.4 0.00
F 5.199519 1.258237 -3.708594 0.3 0.5 1.7 0.00
F 6.904649 2.459507 -3.228334 0.0 -0.2 0.5 0.00
H 2.229709 2.712427 -1.638054 -0.5 0.0 0.0 0.00
H 1.384609 3.405497 -0.187594 0.0 0.5 -0.4 0.00
H 1.979569 1.849747 -0.062334 0.5 -0.4 -0.3 0.00
H 3.548319 3.274387 0.975976 0.7 -0.3 0.0 0.00
H 3.518119 4.468937 -0.248304 0.6 -0.1 -0.7 0.00
C -3.417321 0.981437 4.884656 -2.2 0.6 -1.3 0.00
C -2.197791 0.192547 4.698156 1.2 0.3 0.8 0.00
O -1.975491 -0.342323 6.030436 0.7 -0.3 0.4 0.00
C -1.020101 -1.215053 6.146056 1.7 -1.8 -2.7 0.00
O -0.388991 -1.699043 5.161346 -1.9 1.2 3.7 0.05
C -0.722851 -1.607813 7.652786 -0.2 0.2 -1.9 0.00
F -1.482051 -0.935863 8.485656 -0.4 0.3 0.4 0.00
F -0.852941 -2.897283 7.855076 -0.9 -1.2 0.0 0.00
F 0.534059 -1.351813 7.860476 1.7 0.9 0.5 0.00
H -3.514001 1.635527 4.018106 -0.3 -0.1 -0.3 0.00
H -3.588241 1.670397 5.711836 1.0 -0.4 0.4 0.00
H -4.258191 0.288347 4.910326 -0.3 0.2 -0.1 0.00
H -1.359621 0.826657 4.409236 0.3 -0.1 0.3 0.00
H -2.195531 -0.620123 3.971756 -0.4 0.1 -0.1 0.00
C -4.421801 2.053387 0.521806 0.0 0.0 0.8 0.00
C -4.733191 0.756487 1.320606 1.0 1.1 -1.4 0.00
O -6.079381 0.754927 1.814816 -1.2 -1.2 0.8 0.00
C -6.447951 -0.370483 2.436926 4.5 -1.0 0.2 0.00
O -5.634991 -1.331473 2.616846 -3.1 2.7 -0.5 0.00
C -7.857761 -0.390153 3.040396 -0.7 0.9 -0.2 0.00
F -8.551381 -1.243843 2.279006 -0.5 0.6 0.0 0.00
F -7.803621 -0.909173 4.252596 0.0 0.3 0.3 0.00
F -8.472971 0.859627 3.109136 1.1 -2.4 -0.4 0.00
H -4.346981 2.938817 1.153076 0.0 -0.1 0.3 0.00
H -5.098461 2.352987 -0.278494 -0.2 -0.6 0.1 0.00
H -3.432841 1.911777 0.085916 0.0 -0.1 0.0 0.00
H -4.017291 0.667257 2.137696 -0.2 -0.1 0.1 0.00
H -4.571071 -0.088833 0.651846 -0.2 -0.2 0.2 0.00
C 5.482639 0.033447 1.443726 -0.6 -1.3 0.2 0.00
C 3.949939 0.003797 1.253046 2.3 -0.2 -1.5 0.00
O 3.464049 0.904597 2.209286 -3.2 -0.3 2.8 0.01
C 2.585889 0.447667 3.183556 1.7 -2.6 -2.0 0.02
O 2.127549 -0.699603 3.280336 1.6 3.3 0.1 0.06
C 2.259669 1.555587 4.171296 -0.9 0.7 0.4 0.00
F 1.011139 1.891547 3.921276 -2.2 -0.1 -0.4 0.00
F 2.290579 1.173867 5.449656 0.7 -0.2 -0.3 0.00
F 2.899289 2.695767 3.989236 1.5 -0.1 0.2 0.00
H 5.705259 -0.191893 2.486676 0.1 0.3 0.1 0.00
H 5.965799 0.957277 1.125596 -0.2 -0.1 0.0 0.00
H 5.866319 -0.844703 0.924366 0.4 0.3 -0.4 0.00
H 3.544509 -1.007793 1.232826 -0.3 0.3 0.8 0.00
H 3.754989 0.397527 0.255516 -0.4 0.2 0.1 0.00
C -2.841941 -4.702353 -0.157064 0.0 -0.1 -1.1 0.00
C -1.628671 -4.740533 -1.085374 1.2 -0.4 0.9 0.01
O -1.760451 -3.864443 -2.179624 0.1 1.6 -2.2 0.00
C -0.725951 -3.555103 -2.977964 3.7 -3.2 1.9 0.00
O 0.452579 -4.034363 -2.882014 -4.4 2.0 -0.2 0.00
C -1.099501 -2.568773 -4.073874 -1.3 -0.1 -1.2 0.00
F -0.857021 -3.055193 -5.324164 0.6 0.5 1.4 0.00
F -2.393471 -2.324443 -4.042474 -1.1 -0.1 0.1 0.00
F -0.530501 -1.394483 -3.861514 1.2 0.1 -0.3 0.00
H -2.564531 -5.167633 0.788796 0.1 0.0 0.0 0.00
H -3.645311 -5.280913 -0.613094 -0.1 0.0 0.2 0.00
H -3.188441 -3.678003 -0.020124 0.2 0.1 0.1 0.00
H -1.435291 -5.734453 -1.488914 -0.1 -0.1 0.2 0.00
H -0.735181 -4.407383 -0.557384 0.1 -0.2 0.3 0.02
```
Positions in Å, forces in eV/Å.

Computed properties:
Multiplicity ... 2
HOMO-LUMO gap (alpha / beta) ... 4.6 / 7.2 eV
LUMO energy (alpha / beta) ... -3.057 / -3.125 eV
⟨S²⟩ ... 0.7528
Total charge ... +1
Highest occupied orbital energy (alpha / beta) ... -0.2819 / -0.3807 Ha
Energy ... -159461.6870 eV

- energy of number 2 (C30H39F21K2O16Pb)?
  -159461.6870 eV

Please write out number 1 again, unchanged.
A 3-piece molecular cluster, C3H7IO2S overall at a distorted geometry. Source: OMol25; level of theory: ωB97M-V/def2-TZVPD.

XYZ file:
```
14
Properties=species:S:1:pos:R:3:forces:R:3:nbo_charge:R:1
C -1.327870 2.092740 -0.842717 -1.6 0.7 -0.9 -0.67
C 0.698548 -1.851725 0.600476 -0.2 0.8 -1.8 0.15
C -0.548575 -1.418675 0.602632 2.0 0.1 -2.6 -0.51
O -2.823125 2.342491 1.050686 -1.7 0.9 -0.9 -0.90
O 1.477591 -1.869097 -0.522755 -0.5 0.5 -1.6 -0.69
S -2.891164 2.568226 -0.437178 4.4 -2.0 1.9 1.11
I 3.728536 0.710262 -0.125522 -0.6 -0.8 0.4 -0.14
H -0.597200 1.881362 -0.038994 -0.8 0.1 -0.4 0.25
H -1.008259 1.961240 -1.883384 -0.2 0.3 0.3 0.21
H 2.813242 -0.601534 0.381752 0.8 1.1 -0.5 0.13
H 1.367826 -2.085402 1.363592 0.2 -0.8 1.9 0.18
H -1.033606 -1.340013 1.484731 -1.9 0.3 2.4 0.22
H -0.881528 -1.005493 -0.365064 -0.5 -0.4 0.8 0.19
H 1.025585 -1.384378 -1.268251 0.6 -0.8 1.1 0.48
```
Positions in Å, forces in eV/Å.

Computed properties:
Multiplicity ... 1
HOMO-LUMO gap (alpha / beta) ... 8.7 / 8.7 eV
LUMO energy (alpha / beta) ... -0.831 / -0.830 eV
Highest occupied orbital energy (alpha / beta) ... -0.3495 / -0.3495 Ha
Energy ... -26251.8442 eV
ΔE to the lowest compared entry with this formula, charge and spin ... 67.0 kcal per mole